Entry 1:
Formula: C52H40N3NaO3P2
Source: the OMol25 dataset
Level of theory: the ωB97M-V functional and the def2-TZVPD basis

Electronic energy ... -88179.87484 eV
Charge ... 0
Max |F| ... 0.0332 Eh/bohr

Geometry as XYZ:
```
101
Properties=species:S:1:pos:R:3:forces:R:3
Na 0.520 -0.316 1.049 -1.61 -0.21 0.24
C 0.076 6.030 -5.165 0.06 -0.08 -0.09
O 1.001 4.981 -4.926 -0.31 0.12 -0.13
C 1.830 5.146 -3.863 0.10 0.04 0.13
C 2.649 4.066 -3.536 0.13 -0.13 0.09
C 3.505 4.145 -2.455 0.08 0.04 0.13
C 3.583 5.317 -1.685 0.07 -0.31 0.32
C 2.798 6.392 -2.050 -0.22 0.21 0.10
C 1.902 6.311 -3.117 0.08 0.20 0.21
N 4.579 5.530 -0.649 0.16 -1.04 0.03
N 4.917 4.639 0.176 -0.85 0.69 -0.19
C 4.164 3.449 0.441 0.08 0.09 -0.30
C 4.924 2.318 0.655 0.16 -0.11 -0.20
C 4.368 1.048 0.803 -0.01 0.07 -0.01
C 2.980 0.846 0.816 0.19 0.10 -0.09
O 2.446 -0.312 0.876 1.69 0.15 -0.16
C 2.158 2.066 0.799 -0.03 -0.11 0.11
N 0.821 1.912 1.048 0.33 0.54 -0.11
C 0.056 2.980 1.109 0.14 -0.11 0.06
C 0.552 4.282 0.959 -0.07 -0.02 0.00
C 1.885 4.457 0.729 0.06 -0.04 -0.07
C 2.746 3.341 0.604 0.07 0.28 0.04
H -0.572 5.694 -5.968 -0.01 -0.05 -0.05
H 0.581 6.949 -5.477 0.02 -0.03 0.01
H -0.526 6.240 -4.277 -0.01 -0.04 0.01
H 2.595 3.168 -4.145 0.01 0.12 0.11
H 4.127 3.296 -2.199 -0.01 0.01 -0.02
H 2.861 7.305 -1.465 0.05 -0.06 -0.13
H 1.284 7.167 -3.360 0.13 -0.09 0.09
H 6.005 2.441 0.625 -0.12 -0.05 0.03
H 4.997 0.169 0.896 -0.02 0.10 0.01
H -0.994 2.820 1.333 0.00 -0.01 -0.08
H -0.118 5.127 1.050 0.02 0.00 0.04
H 2.289 5.456 0.687 0.11 0.09 -0.12
O -2.229 -3.088 1.534 -0.29 0.11 0.18
C -3.331 -2.858 0.737 0.18 0.07 -0.09
C -4.192 -3.837 0.264 -0.01 0.07 -0.01
C -5.273 -3.460 -0.527 0.01 -0.04 0.01
C -5.488 -2.132 -0.856 -0.02 0.02 -0.02
C -4.591 -1.166 -0.414 -0.02 0.02 -0.04
C -3.506 -1.509 0.382 0.30 -0.28 0.06
P -2.162 -0.353 0.859 -0.89 0.47 -0.02
C -2.413 1.003 -0.362 0.08 0.01 -0.07
C -3.207 2.132 -0.168 0.01 0.03 -0.07
C -3.263 3.131 -1.137 0.02 -0.07 0.04
C -2.532 3.007 -2.313 -0.02 -0.01 0.02
C -1.740 1.885 -2.520 -0.02 -0.08 0.07
C -1.675 0.894 -1.546 -0.06 0.11 0.04
C -2.799 0.377 2.427 0.04 -0.01 0.09
C -1.872 0.846 3.365 -0.20 0.01 -0.05
C -2.293 1.420 4.560 0.02 -0.04 -0.11
C -3.648 1.524 4.837 -0.03 0.00 -0.01
C -4.580 1.051 3.920 0.00 -0.01 -0.02
C -4.158 0.479 2.726 0.02 -0.02 0.06
C -1.690 -4.344 1.744 0.01 0.07 -0.32
C -2.414 -5.362 2.345 -0.03 -0.05 0.08
C -1.825 -6.609 2.490 0.00 -0.04 0.00
C -0.527 -6.827 2.046 0.02 0.00 0.01
C 0.205 -5.776 1.510 -0.02 0.03 0.03
C -0.358 -4.508 1.365 -0.01 0.12 -0.06
P 0.604 -3.010 0.842 0.33 -0.99 0.13
C 2.285 -3.512 1.393 0.00 -0.01 -0.01
C 2.656 -3.117 2.679 0.06 -0.06 -0.06
C 3.901 -3.453 3.194 -0.06 -0.02 -0.06
C 4.797 -4.181 2.420 -0.03 0.00 0.00
C 4.440 -4.574 1.137 -0.06 0.03 -0.01
C 3.190 -4.242 0.626 0.04 0.01 0.05
C 0.681 -3.182 -0.980 -0.03 0.18 -0.05
C -0.276 -3.886 -1.708 0.06 -0.02 -0.05
C -0.253 -3.870 -3.101 0.01 0.03 0.06
C 0.724 -3.150 -3.775 0.00 0.00 0.02
C 1.673 -2.430 -3.056 -0.04 -0.01 0.09
C 1.648 -2.433 -1.666 -0.02 0.01 0.01
H -4.028 -4.881 0.484 0.02 0.01 0.04
H -5.948 -4.226 -0.894 0.06 0.06 0.03
H -6.331 -1.851 -1.476 0.07 -0.01 0.05
H -4.719 -0.131 -0.713 0.00 -0.07 0.00
H -3.773 2.243 0.750 0.01 0.01 -0.02
H -3.875 4.011 -0.969 0.04 -0.08 -0.01
H -2.579 3.785 -3.068 0.02 -0.07 0.09
H -1.165 1.787 -3.435 -0.02 0.00 0.09
H -1.034 0.030 -1.699 -0.01 0.01 -0.04
H -0.812 0.775 3.161 0.08 0.01 -0.02
H -1.560 1.782 5.274 -0.05 -0.03 -0.07
H -3.981 1.969 5.769 0.02 -0.04 -0.07
H -5.640 1.126 4.137 0.08 -0.02 -0.02
H -4.892 0.101 2.024 0.01 0.01 0.02
H -3.417 -5.176 2.709 0.03 0.02 -0.07
H -2.386 -7.414 2.952 0.05 0.06 -0.04
H -0.077 -7.809 2.140 -0.02 0.09 0.00
H 1.233 -5.934 1.207 -0.02 -0.01 0.05
H 1.963 -2.535 3.277 0.04 0.03 0.00
H 4.180 -3.134 4.192 -0.04 -0.01 -0.06
H 5.773 -4.438 2.815 -0.07 0.03 -0.03
H 5.138 -5.137 0.529 -0.04 0.03 0.02
H 2.923 -4.550 -0.378 0.01 0.01 -0.01
H -1.040 -4.454 -1.190 0.01 -0.01 -0.02
H -1.003 -4.420 -3.658 0.05 0.01 0.04
H 0.744 -3.146 -4.859 0.00 0.01 0.08
H 2.431 -1.857 -3.579 -0.04 -0.04 0.05
H 2.373 -1.851 -1.099 -0.07 -0.05 -0.07
```
Forces are in eV/Å.

These are the Löwdin partial charges, in e, on atoms 1 to 4:
1. Na 0.129
2. C -0.090
3. O -0.084
4. C -0.298



Entry 2:
Formula: C52H41BrN8NaO3S2
Source: the OMol25 dataset
Level of theory: the ωB97M-V functional and the def2-TZVPD basis

Electronic energy ... -168784.45764 eV
Charge ... -1
Max |F| ... 0.0381 Eh/bohr

Geometry as XYZ:
```
108
Properties=species:S:1:pos:R:3:forces:R:3
Na -0.776 0.544 0.123 -0.01 0.29 0.17
O 0.486 -4.077 -0.741 0.32 -0.06 -0.02
C 1.779 -3.970 -0.695 -0.50 -0.28 0.26
C 2.626 -5.125 -0.732 0.20 0.82 0.17
C 3.995 -4.998 -0.619 -0.19 0.07 -0.40
C 4.608 -3.753 -0.437 -0.01 0.04 -0.14
C 3.799 -2.623 -0.402 -0.26 -0.13 -0.10
C 2.414 -2.696 -0.544 0.09 -0.10 0.30
C 1.546 -1.443 -0.405 0.30 0.03 -0.69
O 0.244 -1.751 0.017 0.36 1.48 0.46
N 1.578 -0.739 -1.720 -0.37 0.74 0.57
N 0.785 0.377 -1.871 0.46 -0.41 -0.03
C 0.817 0.970 -3.007 -0.65 -0.06 0.36
C 0.040 2.209 -3.265 0.64 -0.59 0.07
Br -0.805 3.046 -1.811 -0.02 -0.13 0.44
C -0.059 2.811 -4.444 -0.27 0.50 -0.89
C 0.389 2.269 -5.753 -0.04 -0.07 0.70
C 0.049 0.978 -6.138 0.55 0.08 -0.51
C 0.503 0.461 -7.343 0.29 0.72 -0.27
C 1.323 1.219 -8.181 -0.23 -0.16 0.69
C 1.658 2.500 -7.780 0.09 0.23 -0.41
C 1.158 3.036 -6.605 0.55 1.08 -0.16
H 0.121 -2.711 -0.232 -0.17 -0.90 -0.53
H 2.184 -6.105 -0.813 -0.25 -0.08 -0.15
H 4.580 -5.894 -0.782 0.27 -0.04 0.34
H 5.687 -3.667 -0.357 -0.13 0.00 -0.01
H 4.243 -1.644 -0.279 0.13 0.15 0.11
H 1.997 -0.725 0.306 -0.26 -0.27 -0.13
H 1.631 -1.333 -2.525 0.02 -0.40 -0.38
H 1.413 0.552 -3.822 -0.05 0.23 -0.05
H -0.542 3.793 -4.495 0.14 -0.35 0.11
H -0.536 0.404 -5.462 -0.55 -0.56 0.29
H 0.224 -0.505 -7.683 -0.29 -0.85 0.04
H 1.712 0.807 -9.103 -0.07 0.00 0.00
H 2.307 3.085 -8.418 -0.02 0.16 0.06
H 1.401 4.085 -6.343 -0.12 -0.78 -0.08
S 3.545 7.439 2.519 0.09 0.45 0.16
N 2.351 6.594 3.217 0.24 -0.03 -0.55
C 2.234 5.499 2.481 -0.93 -0.56 1.08
C 1.254 4.444 2.751 0.22 0.31 -0.47
C 0.332 4.546 3.776 -0.68 0.39 1.03
C -0.626 3.565 3.934 -0.03 0.54 0.48
C -0.660 2.534 3.021 -0.28 -0.54 -0.44
N 0.235 2.399 2.063 0.60 -0.14 -0.92
C 1.197 3.325 1.912 0.17 -0.06 0.44
C 2.281 3.140 0.893 -0.48 1.48 1.19
N 2.359 1.977 0.319 0.42 -1.07 -1.33
C 3.273 1.829 -0.642 -0.10 -1.07 -0.06
C 4.177 2.795 -1.045 0.08 0.30 -0.18
C 4.164 3.991 -0.366 -0.07 0.93 0.14
C 3.199 4.190 0.629 0.23 -0.52 -0.58
C 3.147 5.398 1.418 -0.24 -0.40 -0.09
N 3.932 6.442 1.313 0.53 0.40 -0.12
H 0.351 5.414 4.453 0.09 -0.46 -0.41
H -1.373 3.585 4.724 0.19 0.17 -0.14
H -1.476 1.801 3.031 0.35 0.23 0.09
H 3.293 0.842 -1.110 -0.04 0.24 0.05
H 4.844 2.634 -1.891 -0.09 -0.13 0.31
H 4.853 4.820 -0.608 -0.39 -0.59 0.19
C -3.122 -1.915 -0.425 -0.28 -0.52 -0.30
N -2.851 -0.605 0.057 0.65 0.30 -0.51
C -3.684 -0.093 0.861 -0.86 0.56 1.13
C -3.686 1.295 1.286 0.65 -0.88 -0.17
C -4.576 1.877 2.196 0.44 0.87 -0.69
C -4.264 3.243 2.202 0.67 -0.07 -0.29
C -3.155 3.359 1.332 0.23 1.01 0.00
N -2.775 2.208 0.781 -0.79 -0.76 0.28
C -3.759 -1.904 -1.804 0.69 -0.03 -0.40
C -3.700 -0.798 -2.656 -0.79 -0.91 -0.50
C -4.296 -0.868 -3.928 0.17 1.18 0.14
C -4.884 -2.039 -4.357 -0.03 0.01 -0.09
C -4.911 -3.144 -3.527 0.60 0.28 0.29
C -4.322 -3.084 -2.275 -0.57 0.15 -0.06
H -3.833 -2.447 0.225 0.12 -0.08 0.13
H -2.194 -2.498 -0.484 -0.13 0.02 0.06
H -4.487 -0.735 1.303 0.25 0.38 -0.29
H -5.392 1.427 2.694 -0.61 -0.58 0.41
H -4.751 4.052 2.727 -0.01 -0.06 0.06
H -2.595 4.267 1.073 -0.31 -0.22 0.24
H -3.220 0.082 -2.311 0.23 0.77 0.23
H -4.364 0.045 -4.571 0.33 -0.90 0.60
H -5.309 -2.109 -5.342 -0.21 0.08 -0.26
H -5.346 -4.051 -3.871 -0.33 -0.64 -0.19
H -4.374 -3.950 -1.631 0.12 -0.13 0.13
O 0.581 0.364 4.724 -0.07 -0.24 0.21
S 0.546 -0.592 3.585 0.21 -0.14 -0.55
C 1.504 -2.057 4.022 0.19 -0.13 0.94
C 1.848 -2.247 5.361 -0.12 -0.38 -0.42
C 2.502 -3.436 5.715 -0.39 0.20 0.06
C 2.740 -4.394 4.746 0.21 0.07 -0.68
C 2.458 -4.170 3.386 0.26 0.08 1.15
C 1.862 -2.983 3.048 -0.22 0.68 0.07
C -1.061 -1.417 3.598 0.10 0.86 0.26
C -2.066 -0.885 4.401 0.55 -0.18 -0.02
C -3.305 -1.484 4.379 -0.53 -0.66 -0.77
C -3.558 -2.594 3.555 0.46 0.67 0.41
C -2.538 -3.044 2.721 -0.78 -0.14 0.21
C -1.305 -2.434 2.706 0.59 -0.42 -0.39
H 1.545 -1.495 6.074 0.13 0.06 0.14
H 2.789 -3.666 6.747 -0.19 0.31 -0.36
H 3.211 -5.308 5.046 0.20 -0.44 0.05
H 2.734 -4.860 2.608 0.03 -0.26 -0.06
H 1.690 -2.746 2.024 -0.20 0.04 -0.72
H -1.860 -0.034 5.035 0.07 0.02 -0.02
H -4.123 -1.051 4.915 -0.27 0.14 0.48
H -4.546 -3.050 3.572 0.25 0.02 -0.15
H -2.726 -3.861 2.056 -0.04 -0.38 -0.32
H -0.534 -2.762 1.994 -0.45 0.14 0.44
```
Forces are in eV/Å.

These are the Löwdin partial charges, in e, on atoms 1 to 4:
1. Na 0.217
2. O -0.106
3. C -0.382
4. C -0.037



Gap between HOMO and LUMO, respectively: 0.24779; 0.21818 Ha.
HOMO level, respectively: -6.44; -4.48 eV.
Molecular weight, respectively: 839.8; 993.0 g mol⁻¹.